The following is a quantum chemistry calculation of a molecular structure, C5H8N2, from OMol25.

energy	-8290.1141	eV
net charge	0
energy relative to the best compared isomer or geometry (same formula, charge and spin)	112.6	kcal per mole
HOMO level	-7.58	eV
frontier orbital gap	8.086	eV
LUMO energy	0.51	eV

Last column: Löwdin charge in e.
Positions of all 15 atoms, in Å:
1 C 2.4274 -0.3367 -0.0464  0.034
2 C 0.6330 0.0194 0.7874  -0.233
3 C -0.2807 -0.7675 0.0351  -0.082
4 C -1.3670 0.0769 -0.1042  -0.348
5 N -2.5869 -0.2115 -0.7019  0.088
6 C -0.9611 1.3526 0.4113  -0.130
7 N 0.3018 1.3474 0.8220  -0.006
8 H 2.6974 -1.0224 0.7484  0.076
9 H 2.1069 -0.8428 -0.9541  0.073
10 H 3.2609 0.3445 -0.2488  0.087
11 H -0.2228 -1.8329 -0.1569  0.103
12 H -3.3945 0.2570 -0.3233  0.084
13 H -2.7520 -1.1948 -0.8551  0.085
14 H -1.5630 2.2544 0.4780  0.104
15 H 1.7006 0.5564 0.1085  0.066

Cartesian forces, eV/Å:
C 0.21 -0.29 -0.06
C -0.12 -0.04 -0.08
C -0.11 -0.02 -0.05
C 0.25 0.05 0.06
N -0.17 -0.07 0.08
C -0.17 0.11 -0.05
N -0.19 -0.04 -0.05
H -0.05 0.16 -0.05
H 0.17 0.08 0.16
H 0.04 -0.05 0.08
H -0.01 0.23 -0.07
H 0.03 -0.04 0.07
H -0.05 0.10 0.02
H 0.03 -0.17 0.00
H 0.13 -0.02 -0.08



The following is a quantum chemistry calculation of a single C5H8N2 molecule, from OMol25.

energy	-8289.7421	eV
net charge	0
energy relative to the best compared isomer or geometry (same formula, charge and spin)	121.2	kcal per mole
HOMO level (spin up / spin down)	-6.98 / -6.98	eV
frontier orbital gap (spin up / spin down)	7.759 / 7.759	eV
LUMO energy (spin up / spin down)	0.78 / 0.78	eV

Last column: Löwdin charge in e.
Positions of all 15 atoms, in Å:
1 C -1.8076 0.8688 -0.3814  -0.069
2 C -0.5129 0.3037 0.1067  -0.327
3 C 0.8437 0.2064 -0.5770  -0.293
4 C 1.5975 -1.0758 -0.8024  -0.102
5 N 0.8811 -2.1099 -0.4276  0.044
6 C 1.3881 0.7914 0.7841  -0.068
7 N 0.1060 0.7577 1.2214  0.032
8 H -1.7337 1.9214 -0.7016  0.076
9 H -2.1773 0.2888 -1.2309  0.071
10 H -2.5693 0.8179 0.4062  0.071
11 H 0.8645 0.8069 -1.5010  0.136
12 H -0.0641 -2.0176 -0.0443  0.095
13 H 1.2953 -3.0311 -0.4479  0.086
14 H 2.1852 0.4660 1.4759  0.090
15 H -0.2946 0.9840 2.1238  0.159

Cartesian forces, eV/Å:
C -0.12 -0.11 -0.05
C -0.13 -0.07 0.09
C 0.39 0.15 0.02
C -0.36 -0.21 0.29
N 0.20 0.03 -0.08
C -0.11 -0.17 -0.11
N -0.26 0.01 0.12
H 0.06 -0.14 0.04
H 0.00 0.08 0.08
H 0.08 0.02 -0.10
H 0.30 0.13 0.52
H 0.08 0.03 -0.07
H -0.08 0.08 -0.01
H -0.19 0.07 -0.73
H 0.12 0.10 0.00



The following is a quantum chemistry calculation of a molecular structure, C5H8N2 in a non-equilibrium geometry, from OMol25.

energy	-8284.3952	eV
net charge	0
energy relative to the best compared isomer or geometry (same formula, charge and spin)	139.5	kcal per mole
HOMO level (spin up / spin down)	-6.10 / -8.32	eV
frontier orbital gap (spin up / spin down)	6.824 / 6.950	eV
LUMO energy (spin up / spin down)	0.72 / -1.37	eV
2S+1	3

Last column: Löwdin charge in e.
Positions of all 15 atoms, in Å:
1 C 0.0445 1.9749 -0.2741  -0.119
2 C -0.6550 1.2809 0.7880  0.035
3 C -0.7366 0.0501 -0.0283  -0.452
4 C 0.4706 0.6941 -0.6405  -0.282
5 C 1.8816 0.2907 -0.8501  -0.058
6 N -1.2285 -1.8132 1.5315  0.043
7 N -0.6419 -1.2160 0.3816  -0.081
8 H 0.6297 2.9532 -0.2485  0.111
9 H -2.4308 0.2526 -0.7939  0.153
10 H 1.9665 -0.6677 -1.4944  0.097
11 H 2.4263 0.1164 0.1033  0.094
12 H 2.4275 1.1334 -1.4617  0.114
13 H -1.4309 -1.1006 2.2156  0.069
14 H -2.1974 -2.0698 1.2312  0.095
15 H -0.5256 -1.8790 -0.4596  0.182

Cartesian forces, eV/Å:
C 0.44 2.25 0.12
C 0.64 -0.63 -0.82
C 3.36 2.41 0.47
C -1.53 0.45 1.09
C 1.40 -0.49 -1.98
N -1.75 -0.35 -1.34
N -0.32 -3.56 -1.75
H -1.09 -1.50 -0.17
H -0.89 -0.06 -0.45
H -0.15 1.42 1.12
H -0.40 0.13 -0.53
H -1.00 -1.57 1.31
H 0.59 0.68 0.17
H 0.90 -0.14 0.43
H -0.21 0.95 2.34